(1)
ORCA calculation (ωB97M-V/def2-TZVPD) on an isolated ion of composition C26H35OSi and charge +1 in a non-equilibrium geometry.

Each line ends with the Löwdin charge.
Cartesian coordinates (Å):
C: 2.92257 -1.39457 -0.18248  -0.054
C: -1.44631 3.95984 -0.42632  -0.166
H: -1.41466 2.41760 1.10759  0.116
Si: 2.74529 2.52589 -1.03336  0.508
H: -2.02734 4.62679 0.23620  0.129
H: -4.24553 2.34434 -1.51428  0.114
C: 0.41575 -0.91600 0.26936  -0.111
H: 0.82480 -0.29580 1.12411  0.133
H: -1.81377 -0.79353 -0.31103  0.096
C: -3.19853 -5.07529 2.44368  -0.068
C: 3.93688 -1.93808 -0.97778  -0.081
H: 2.56104 4.99417 -0.76204  0.042
C: -2.01215 -2.92685 2.57852  -0.222
C: -2.40240 -4.07677 1.85229  -0.025
H: -3.52973 2.36506 0.11189  0.122
C: 2.26876 -2.98396 -2.38417  -0.060
C: -3.30311 2.21406 -0.95990  -0.196
H: 3.19861 -0.86455 0.73249  0.106
H: 2.97463 2.89002 1.42750  0.049
C: -3.33501 -3.78729 4.47230  -0.076
C: 1.25313 -2.42202 -1.59382  -0.048
H: 4.21488 4.50706 -1.21330  0.049
H: -2.97022 4.13624 -1.93517  0.121
C: 3.61749 -2.72112 -2.09058  -0.072
H: -3.72531 0.13514 -0.93175  0.130
H: 0.03185 3.46622 1.08255  0.148
H: -1.83564 0.61777 0.71240  0.119
C: -0.42295 -2.04622 0.84964  -0.071
H: 2.75515 0.38224 -2.33575  0.024
C: -2.54825 -2.78377 3.89348  -0.028
H: -0.71991 4.61333 -0.93001  0.115
C: -3.64946 -4.95654 3.76513  -0.069
H: 0.07508 0.19285 -1.69257  0.182
H: -3.69861 -3.67713 5.49859  0.110
H: -2.31266 -1.87545 4.46630  0.113
C: 0.09926 1.92611 -0.36822  -0.171
C: -2.84933 0.77526 -1.19215  -0.183
H: -0.97830 -1.03194 2.62339  0.121
C: -0.69346 2.91547 0.44291  -0.083
H: 2.91802 4.56046 -2.44248  0.046
H: 4.37373 1.06511 -2.13900  0.049
H: 0.20864 -2.69233 -1.77398  0.118
H: -4.26376 -5.74333 4.21680  0.113
H: -0.45692 -3.00800 0.29796  0.111
C: -1.12005 -1.93009 2.01858  -0.034
C: 3.17494 2.04833 0.73569  -0.141
H: 4.98508 -1.79613 -0.71698  0.112
C: 3.32245 1.31991 -2.32280  -0.137
H: 2.61478 1.16939 1.10830  0.013
H: 1.99476 -3.67019 -3.19358  0.113
H: -3.45464 -5.95851 1.86600  0.105
O: 1.01211 2.52049 -1.12496  -0.061
H: -2.64286 0.60459 -2.25929  0.126
H: -2.06017 -4.18677 0.81747  0.105
C: -0.23102 0.53821 -0.63652  -0.083
C: 3.14511 4.31303 -1.39556  -0.147
C: -1.69820 0.28840 -0.32770  -0.204
H: 4.40884 -3.17255 -2.70805  0.115
H: -1.71481 2.92795 -2.30249  0.119
H: 4.25676 1.82750 0.76564  0.055
C: -2.35714 3.32569 -1.49068  -0.183
H: 3.24792 1.77165 -3.32033  0.048
C: 1.57390 -1.56138 -0.52764  -0.225

Forces on atoms 1 to 6 (eV/Å):
0.0 0.1 -0.1
0.1 0.2 -0.4
0.4 0.2 -0.3
0.3 0.1 0.0
0.2 -0.5 -0.1
0.1 -0.1 0.4

Computed properties:
net charge = +1
relative energy (zero: lowest compared OMol25 entry of this formula, charge and spin) = 28.5 kJ/mol
largest force on an atom = 3.3 eV/Å
molar mass = 391.651 u
HOMO-LUMO gap = 0.229 Eh

***

(2)
ORCA calculation (ωB97M-V/def2-TZVPD) on C26H36AsClIOP2Pr as an isolated structure in a non-equilibrium geometry.

Each line ends with the Löwdin spin population.
Cartesian coordinates (Å):
C: -3.97391 -2.94767 0.34974  0.000
H: 3.66207 0.47445 3.06319  0.000
H: 3.28985 1.88934 -3.49618  0.000
C: -0.38643 0.99433 -3.94848  -0.001
H: 1.21210 -1.03723 3.83981  0.000
C: -0.64309 2.39916 2.69523  -0.001
H: -1.00978 0.10537 -3.88432  0.000
H: -0.61461 2.27076 6.14184  0.000
H: -1.35742 -0.05286 5.62981  0.000
C: -2.08102 4.18275 -1.52328  0.000
C: 1.89342 -0.54457 -4.33702  -0.001
H: 3.89079 -3.40354 2.52221  0.000
C: 3.54440 -2.97769 1.56740  -0.001
Pr: 1.42286 0.10398 -0.07461  2.053
C: -4.14515 -0.34920 1.42824  0.000
H: -3.79886 0.71205 -1.33364  0.000
H: -0.00797 3.75816 4.24064  0.000
P: 1.20359 0.64586 -3.11669  -0.006
H: 2.88525 -3.71369 1.08458  0.000
H: 2.07336 2.15290 -4.83471  0.000
H: -1.75875 -0.79078 3.27653  0.000
C: -2.98541 -0.75974 0.76095  -0.002
As: -1.49948 0.50787 0.56109  -0.007
H: -3.90639 -3.96334 -0.06214  0.000
H: 1.90415 2.97079 -3.22461  0.000
H: 1.73925 -0.13420 -5.34610  0.000
C: -3.90313 2.73606 -2.09908  0.000
C: -5.23397 -1.23495 1.51943  0.000
C: -1.25118 1.14995 2.43859  -0.001
C: -1.21797 0.63646 4.80645  0.000
Cl: 5.31176 -1.69591 -2.13947  0.000
H: -6.16374 -0.92052 2.01224  0.000
C: -1.52085 3.18089 -0.70234  0.000
C: -0.45704 2.79062 4.03970  0.000
C: 4.03234 -0.47467 2.65181  -0.001
H: 2.55399 -4.02357 -2.47050  0.000
P: 2.63684 -1.43860 1.92635  -0.007
H: -4.20858 0.64107 1.88293  0.000
H: -1.94728 -2.42224 -0.24704  0.000
H: 2.25831 -2.46319 4.06698  0.000
C: -2.23516 1.96921 -0.53812  -0.001
H: -1.52843 5.10480 -1.67325  0.000
C: -5.16282 -2.53740 0.97319  0.000
O: 2.66895 -1.56449 -1.57543  -0.002
H: -0.50565 3.32979 -0.27933  0.000
C: -0.76004 1.93173 5.10422  -0.001
H: -0.26109 3.03518 1.86472  0.000
H: 4.01313 -3.62369 -3.56619  0.000
C: 3.59735 -3.63599 -2.52747  0.000
H: 4.46325 -1.09551 3.45379  0.000
H: -4.77947 2.55189 -2.70191  0.000
H: 0.80620 -2.53760 3.01545  0.000
I: 4.65644 1.26659 -1.15105  -0.017
C: -2.88053 -2.07462 0.24089  0.000
C: -3.28698 3.98795 -2.20050  0.000
H: -0.87655 1.81212 -3.43091  0.000
H: 2.96893 -0.74678 -4.21472  0.000
H: 4.40906 -2.82687 0.90154  0.000
H: 4.38050 -4.25314 -2.01869  0.000
C: -1.47396 0.23493 3.47999  0.000
C: 3.65292 -2.22652 -1.98479  0.000
C: 2.22117 2.05863 -3.74286  -0.001
C: -3.37673 1.71218 -1.30684  0.000
H: -6.02620 -3.22676 1.04391  0.000
H: 4.78540 -0.24267 1.87749  0.000
H: 1.37325 -1.51071 -4.29293  0.000
H: -0.18388 1.26996 -4.98784  0.000
C: 1.62571 -1.91887 3.36638  -0.001
H: -3.72711 4.80202 -2.79428  0.000

Forces on atoms 1 to 6 (eV/Å):
-0.1 0.0 0.0
0.2 -0.2 0.0
-0.8 0.1 -0.3
0.2 -0.1 0.4
-0.1 0.2 0.2
0.0 -0.3 0.4

Computed properties:
net charge = +2
relative energy (zero: lowest compared OMol25 entry of this formula, charge and spin) = 153.7 kJ/mol
multiplicity = 3
largest force on an atom = 3.2 eV/Å
molar mass = 804.708 u
HOMO-LUMO gap (alpha / beta) = 0.205 / 0.230 Eh

***

(3)
ORCA calculation (ωB97M-V/def2-TZVPD) on C26H36BCl2F6MoN3O6S2 as an isolated structure.

Each line ends with the Löwdin spin population.
Cartesian coordinates (Å):
H: -7.17034 0.52909 0.88731  0.000
H: -1.19808 2.97844 2.12554  -0.001
C: -6.27243 0.07042 -1.05249  0.000
H: -5.64097 0.16461 -3.13809  0.000
C: -2.50261 -1.03959 0.69509  -0.001
S: 4.68487 -1.95074 -1.28354  0.004
O: 2.30966 -1.81205 -4.36331  0.000
F: 7.10976 -1.56779 -2.18893  0.000
C: -6.13669 0.79155 -2.39430  0.000
C: 0.53025 2.29847 1.00046  -0.002
H: 0.99365 4.17733 1.98365  0.000
N: 4.17438 -1.69034 -2.73344  0.002
O: -1.25443 -0.17601 -0.95924  0.004
C: 3.01512 0.58381 -3.54147  0.004
C: -3.71584 -0.00788 -1.12011  0.000
H: -5.57590 1.72314 -2.29481  0.000
H: 5.03229 0.18374 2.30770  0.000
C: -2.53460 -0.38069 -0.51867  0.000
H: 4.71691 -1.29665 4.26094  0.000
O: 3.92852 -1.24860 -0.24037  0.027
H: 1.83861 3.99517 -3.13918  0.000
C: 1.46908 3.21036 1.81193  -0.004
H: 3.12547 -5.26248 0.76556  0.000
O: -1.19348 -1.26288 1.05353  -0.001
C: -7.00263 1.00674 -0.07871  0.000
H: 2.41102 3.37607 1.28982  0.000
F: 6.08767 0.23525 -1.54647  0.000
F: 1.85880 1.14935 -3.84548  0.001
C: -3.66155 -1.36282 1.36206  0.000
H: 3.05661 -2.92277 3.28785  0.000
H: 4.18029 0.36297 4.48682  0.000
H: -6.42217 1.91597 0.09042  0.000
H: -1.91988 3.08497 -0.07416  0.000
C: -1.32709 3.87917 -1.96473  0.001
H: 3.50098 -5.13070 -0.97804  0.000
H: -8.08796 -0.92602 -1.69380  0.000
F: 3.53635 1.18378 -2.46622  0.009
C: -1.08363 3.28671 -0.73008  0.000
O: 4.99985 -3.31674 -1.01569  0.000
N: 1.49896 -1.99772 2.22759  0.060
F: 6.83297 -1.17640 -0.07614  0.000
H: -6.61680 -1.87576 -1.96095  0.000
H: -3.64272 -1.88136 2.31152  0.000
H: -7.12929 1.03859 -2.77454  0.000
C: 1.25098 3.21044 -1.23631  0.002
H: -0.45720 1.50045 2.75133  0.000
S: 2.74541 -1.19726 -3.16234  0.010
H: -3.68979 0.50909 -2.06905  0.000
B: -0.40215 -0.70376 0.02437  0.018
H: -1.46170 1.43757 1.30039  0.000
H: 4.08984 -1.08702 1.94344  0.001
H: 1.81425 0.57928 1.64317  0.007
Cl: 2.06696 -6.93900 -0.48856  0.000
H: 2.55982 -1.24923 5.32737  0.000
H: 1.85869 -0.25943 4.05624  0.000
C: 3.98980 -0.54822 3.91687  0.000
F: 3.85546 0.70822 -4.55767  0.001
C: 1.01307 3.80294 -2.46473  0.001
H: -5.78355 -1.23042 1.26858  0.000
H: 1.20889 -2.86123 1.77880  0.001
Cl: 1.47891 -4.07078 -0.42074  0.001
C: 1.22932 0.99104 0.75967  -0.083
C: -0.28286 4.14065 -2.83557  0.000
C: 2.59193 -1.04928 4.25399  0.001
H: -2.34224 4.13201 -2.24423  0.000
O: 1.78155 -1.18731 -2.05467  0.053
H: 2.26178 2.93347 -0.96301  0.001
H: 1.69250 2.75253 2.77869  0.000
C: -7.11653 -1.19293 -1.27114  0.000
H: -7.29118 -1.72604 -0.33568  0.000
C: 0.20799 2.94583 -0.34784  0.001
C: -0.72737 2.03570 1.83872  -0.006
Mo: 1.79874 -0.55108 -0.00299  1.864
N: 4.12997 -0.23731 2.49459  0.009
H: 1.52055 -2.91564 4.13895  0.002
H: -0.47453 4.59986 -3.79680  0.000
C: -4.91175 -0.31508 -0.46721  0.000
H: -7.97503 1.29044 -0.48815  0.000
C: 2.17366 -2.31235 3.50138  0.008
C: 6.29032 -1.05402 -1.28563  0.001
H: 0.62822 -1.50941 2.42423  0.002
C: -4.85967 -0.98839 0.75857  0.000
C: 2.73397 -5.32406 -0.24187  0.000

Forces on atoms 1 to 6 (eV/Å):
0.0 0.0 0.0
0.0 0.0 0.0
0.0 0.0 0.0
0.0 0.0 0.0
0.0 0.0 0.0
-0.1 0.0 -0.1

Computed properties:
net charge = 0
relative energy (zero: lowest compared OMol25 entry of this formula, charge and spin) = 102.8 kJ/mol
multiplicity = 3
largest force on an atom = 0.7 eV/Å
molar mass = 842.369 u
HOMO-LUMO gap (alpha / beta) = 0.287 / 0.310 Eh

***

(4)
ORCA calculation (ωB97M-V/def2-TZVPD) on one molecule with the formula C26H36FN3O2.

Each line ends with the Löwdin charge.
Cartesian coordinates (Å):
C: 6.71509 -1.63259 0.09668  -0.087
H: 0.53679 5.10602 1.38804  0.086
H: -0.86309 -2.11237 -2.15710  0.115
H: 0.77589 0.34972 -1.06802  0.119
C: -0.15936 -2.31813 -1.34852  -0.156
H: 1.47947 -1.37186 -2.38435  0.112
H: 0.63201 -0.77972 1.63193  0.121
H: 1.41526 -3.12416 -2.58699  0.112
C: 2.25771 -2.47612 -0.71938  -0.184
H: 1.83631 3.49585 0.21028  0.117
C: -1.86796 1.28312 0.70921  -0.435
H: -6.00201 -2.85578 -1.46456  0.086
C: 4.64029 0.16095 0.06259  -0.222
H: -7.12508 -1.62656 -0.91468  0.086
H: -4.75234 0.12363 -2.75439  0.113
H: -0.89564 0.22139 -1.65552  0.119
H: -0.82712 3.35478 -2.11175  0.084
H: -5.77778 -3.07977 2.76682  0.094
C: -1.12700 3.96005 -1.25725  -0.101
N: -0.62172 1.14762 0.20391  -0.025
C: 5.50002 -1.96459 0.67133  -0.040
C: -3.63096 -0.45307 0.87368  0.036
H: 0.07541 2.40562 1.67649  0.117
C: 4.43510 -1.07398 0.66745  -0.160
H: -1.94124 3.45440 -0.72238  0.071
H: -0.38950 -3.31029 -0.95189  0.117
H: 2.12610 -3.47559 -0.26132  0.130
H: 2.84020 -0.65123 2.01097  0.130
H: 3.17712 -2.38708 1.79828  0.129
H: -1.31683 -1.43192 0.22705  0.127
N: 0.02642 4.22604 -0.42479  -0.266
C: -0.35237 4.92404 0.78636  -0.101
C: 0.73397 -1.52798 0.84270  -0.154
H: -1.51025 4.91315 -1.62743  0.084
C: 0.44202 1.97366 0.74384  -0.120
O: -2.12584 2.04254 1.63215  0.061
C: -4.68695 -1.18781 0.35656  -0.221
H: -3.31205 -0.57285 1.89752  0.120
H: 1.30886 1.34481 0.95192  0.101
C: -0.33214 -1.29040 -0.22815  -0.263
H: 1.13969 2.67005 -1.18413  0.114
C: 1.27323 -2.31149 -1.87235  -0.166
H: -4.05284 -2.70663 2.52997  0.095
C: -4.43037 -0.04764 -1.73718  -0.026
O: -5.39362 -2.12206 1.05651  -0.083
H: 7.83260 -0.13617 -0.95227  0.104
C: 3.10223 -1.41705 1.27327  -0.140
C: 6.88739 -0.39643 -0.50145  -0.083
H: 5.94795 1.48423 -0.97424  0.118
C: -0.25331 0.14582 -0.77446  -0.113
C: 5.84313 0.51169 -0.51968  -0.006
N: 2.05842 -1.42549 0.26190  -0.160
C: -3.36979 0.68364 -1.22593  -0.036
C: 0.90502 3.09991 -0.20685  -0.185
H: -6.44187 -1.52203 -2.54794  0.077
C: -5.09205 -0.99120 -0.97401  -0.200
C: -6.23309 -1.79282 -1.51651  -0.035
C: -2.95590 0.46817 0.07846  -0.151
H: -0.78713 5.88482 0.50871  0.083
H: 0.57330 -2.52327 1.30041  0.133
H: 5.37109 -2.93216 1.13440  0.114
H: -1.08961 4.37384 1.38704  0.076
H: 3.28138 -2.40967 -1.09655  0.121
H: -5.19278 -1.41314 2.99679  0.099
F: 3.63631 1.06315 0.04858  0.067
H: 7.52788 -2.34250 0.11452  0.101
H: -2.88743 1.43185 -1.83716  0.108
C: -5.07401 -2.32916 2.40968  -0.081

Forces on atoms 1 to 6 (eV/Å):
0.1 -0.1 0.0
0.0 0.1 0.1
-0.1 0.0 0.0
-0.1 0.1 -0.1
0.1 0.2 0.0
0.1 0.0 -0.1

Computed properties:
net charge = 0
relative energy (zero: lowest compared OMol25 entry of this formula, charge and spin) = 6.8 kJ/mol
SMILES = COc1cc(C(=O)N(CCN(C)C)C[C@H]2CCCN(Cc3ccccc3F)C2)ccc1C
largest force on an atom = 0.6 eV/Å
molar mass = 441.591 u
HOMO-LUMO gap = 0.315 Eh

***

Q: The lowest largest force on an atom belongs to which entry?
A: C26H36FN3O2

***

Q: Look up the relative energy (zero: lowest compared OMol25 entry of this formula, charge and spin) of the third one.
A: 102.8 kJ/mol